Density functional theory data (ωB97M-V with the def2-TZVPD basis set) for a cluster of 2 separate species, C2H8N4 in total at a distorted geometry.

```
! RIJCOSX wB97M-V def2-TZVPD def2/J DEFGRID3
* xyz 2 1
C -1.58 0.19 0.68
C -2.37 0.67 2.88
N -2.16 0.33 1.75
N -0.11 0.21 0.50
N 0.43 0.05 -0.52
N 2.51 -0.73 -2.75
H -2.15 0.13 -0.24
H -2.38 1.67 3.31
H -2.63 -0.13 3.53
H 0.28 0.38 1.45
H 2.48 -1.60 -2.17
H 1.88 -0.53 -3.58
H 3.50 -0.57 -2.98
H 2.31 -0.10 -1.86
*
```

Results
Energy in eV: -8142.6834
Energy above the lowest of the compared OMol25 structures with the same formula, charge and spin in eV: 3.985
HOMO level in eV: -17.60
Max |F| in eV Å⁻¹: 4.0
HOMO-LUMO gap in eV: 8.46
LUMO level in eV: -9.132

Here are the Löwdin charges for atoms 1 to 4, given in e: number 1, C, carries 0.04; number 2, C, carries 0.22; number 3, N, carries 0.15; number 4, N, carries -0.11